{"formula": "C30H59N4O22", "method": "ωB97M-V with the def2-TZVPD basis set", "homo_ev": -0.10, "total_charge": -5, "largest_force_ev_per_a": 4.257, "homo_lumo_gap_ev": 6.2, "spin_multiplicity": 1, "energy_ev": -83072.224, "species": ["C", "C", "O", "N", "H", "H", "C", "H", "H", "H", "H", "H", "H", "C", "C", "O", "N", "H", "H", "C", "H", "H", "H", "H", "H", "H", "C", "C", "O", "N", "H", "H", "C", "H", "H", "H", "H", "H", "H", "C", "C", "O", "N", "H", "H", "C", "H", "H", "H", "H", "H", "H", "C", "C", "O", "O", "H", "H", "H", "C", "C", "O", "O", "H", "H", "H", "C", "C", "O", "O", "H", "H", "H", "C", "C", "O", "O", "H", "H", "H", "C", "C", "O", "O", "H", "H", "H", "C", "C", "O", "O", "H", "H", "H", "C", "C", "O", "O", "H", "H", "H", "C", "C", "O", "O", "H", "H", "H", "C", "C", "O", "O", "H", "H", "H"], "xyz": [[-7.32167, -0.23711, -6.79575], [-6.97595, 0.75763, -5.62552], [-7.01129, 1.99151, -5.83926], [-6.83312, 0.27168, -4.41997], [-6.78575, -0.75205, -4.37346], [8.57341, 1.13323, -10.65315], [-6.14063, 1.00685, -3.27628], [-7.32381, -1.31687, -6.53546], [-6.57732, 0.12907, -7.47299], [-8.29136, 0.12262, -7.13891], [-6.09140, 0.34733, -2.35097], [-6.86784, 1.84893, -3.05927], [-5.13819, 1.32325, -3.50675], [-5.96159, 2.76017, 6.13424], [-6.52788, 3.17154, 4.69179], [-7.71932, 3.44169, 4.64885], [-5.70397, 3.03968, 3.64156], [-4.79995, 2.70468, 3.73478], [2.39486, -5.22960, 9.11551], [-6.35656, 2.65414, 2.38980], [-4.84945, 2.82542, 6.04944], [-6.22284, 1.71690, 6.14565], [-6.30258, 3.52397, 6.80805], [-6.35208, 3.62963, 1.82424], [-7.38861, 2.40659, 2.51950], [-5.74195, 1.91741, 1.88356], [6.08802, 3.01733, 2.30987], [6.58054, 4.46164, 2.07935], [6.37687, 5.02837, 1.05074], [7.09423, 5.13708, 3.14986], [7.62101, 4.74372, 3.97343], [0.07447, 7.74267, 0.65768], [7.36828, 6.53547, 2.87375], [6.49598, 2.54031, 3.17619], [6.31331, 2.45441, 1.41915], [5.00836, 3.09470, 2.46113], [6.52724, 7.07321, 2.48014], [8.21010, 6.67960, 2.23994], [7.68363, 7.08652, 3.76881], [1.19735, 0.21685, 2.59670], [2.03226, 1.28727, 1.91286], [3.11317, 0.98002, 1.32364], [1.59392, 2.58495, 1.98117], [-4.61315, -2.34635, 0.10336], [0.58171, 2.70886, 2.23538], [2.18123, 3.64851, 1.14635], [1.66516, 0.11938, 3.60858], [1.28091, -0.69298, 1.99718], [0.14241, 0.38667, 2.75086], [1.59698, 3.69302, 0.23191], [3.26703, 3.61567, 0.90939], [2.01785, 4.52621, 1.79360], [4.44500, -7.94190, 7.04622], [4.23997, -6.35877, 7.24207], [3.13316, -5.87825, 7.77099], [5.18292, -5.71228, 6.77444], [3.84672, -8.52894, 7.77388], [5.46658, -8.10468, 7.33344], [4.36493, -8.25293, 5.96544], [0.38717, -4.74717, 7.98552], [0.54816, -4.75921, 9.50540], [1.77527, -5.04187, 9.80344], [-0.35511, -4.63390, 10.27466], [-0.59613, -4.32068, 7.65351], [0.50816, -5.77538, 7.63111], [1.22194, -4.28888, 7.47152], [-5.80010, -4.65053, 1.97868], [-4.90773, -3.89603, 0.97891], [-5.30346, -2.65656, 0.67691], [-3.87823, -4.34191, 0.49133], [-6.14754, -5.62926, 1.61319], [-6.66087, -4.16229, 2.36927], [-5.16729, -4.72359, 2.82807], [1.05392, 6.50620, -1.23470], [1.58145, 7.85343, -0.61682], [0.77745, 8.27616, 0.37366], [2.66244, 8.39479, -0.87538], [1.87813, 5.98607, -1.80662], [0.21356, 6.73738, -1.83093], [0.60656, 5.83446, -0.46520], [-2.92146, -4.46250, -9.48253], [-3.19178, -5.74762, -10.37672], [-4.05452, -6.54637, -9.88970], [-2.47784, -5.91847, -11.34321], [-2.14104, -4.57874, -8.70912], [-3.83470, -4.13624, -8.86061], [-2.61609, -3.57987, -9.97887], [-0.75723, 6.98996, 2.94739], [-1.19537, 5.86979, 1.96333], [-1.70621, 6.38944, 0.93403], [-1.05718, 4.70315, 2.30542], [-1.67550, 7.62186, 3.04147], [0.12743, 7.54700, 2.55156], [-0.39533, 6.64256, 3.92206], [-6.85748, -0.89304, 4.82532], [-6.12597, -2.29877, 5.07362], [-5.02475, -2.34302, 4.49985], [-6.75330, -3.20813, 5.70966], [-6.10639, -0.17270, 4.48810], [-7.43602, -0.56392, 5.68671], [-7.42576, -1.00126, 3.90461], [8.06180, -7.25509, -9.76413], [8.98101, -6.25450, -10.54067], [9.40519, -6.65422, -11.62700], [9.11923, -5.10562, -10.04799], [7.83595, -8.01032, -10.55796], [7.18275, -6.67790, -9.58411], [8.50376, -7.73046, -8.85459], [8.13843, -2.02811, -9.93610], [8.03080, -0.52185, -9.89804], [8.60803, 0.15734, -10.91692], [7.32824, 0.09465, -9.05512], [8.06395, -2.47490, -8.97087], [8.92320, -2.36573, -10.55437], [7.18507, -2.18132, -10.38680]], "forces_ev_per_angstrom": [[0.0, 1.2, 1.9], [-1.8, 2.4, -2.0], [0.5, -1.9, 0.0], [2.0, -2.1, 3.0], [0.1, 0.8, 0.1], [-0.3, -1.9, -0.5], [-2.8, -0.4, 0.4], [0.2, 0.8, -0.4], [0.4, -0.7, -1.0], [0.0, -0.3, -0.1], [-0.3, 0.6, -1.4], [1.4, -0.7, 0.0], [0.1, 0.3, -0.4], [1.8, 1.4, -3.6], [0.1, -0.7, 3.2], [0.2, 0.2, -0.8], [-2.5, -0.4, -0.6], [1.7, -0.6, 0.7], [1.1, -0.6, -2.3], [1.1, 2.9, -1.0], [-0.7, -0.2, 0.4], [-0.4, -0.3, 1.0], [-0.5, -0.5, 0.7], [-0.2, -1.2, -0.3], [-0.4, -0.6, 0.3], [-0.2, -0.1, -0.1], [0.2, 1.4, -0.2], [-0.5, -2.3, 1.7], [-0.2, 0.8, -1.7], [1.2, 0.7, 1.5], [-1.3, 0.1, -1.7], [-2.2, -2.1, 0.0], [0.6, 0.6, 1.4], [0.4, -0.2, 0.6], [-0.2, -0.3, -0.2], [0.1, -0.2, -0.2], [-0.5, -0.1, -0.3], [0.6, -0.1, -1.1], [-0.3, -0.5, 0.3], [1.0, 0.0, 0.5], [1.7, 0.1, -1.7], [-2.4, 0.7, 1.5], [-0.5, -1.3, 0.0], [0.7, 0.6, -0.6], [1.5, 0.2, -0.3], [-0.3, 0.5, 1.1], [-0.4, -0.4, -0.8], [0.3, 0.0, 0.4], [-0.3, 0.6, -0.1], [0.1, 0.4, -0.2], [-0.9, -0.7, 0.4], [0.0, 0.2, -0.9], [-0.8, 0.8, 0.4], [-1.6, 0.3, -0.1], [2.5, -1.6, -0.9], [-0.2, 0.1, 0.4], [-0.1, 0.2, -0.8], [0.7, -0.1, 0.0], [-0.3, 0.4, 1.2], [-1.3, 0.2, -0.4], [0.0, -0.4, -3.6], [0.0, 0.3, 4.2], [-0.6, 0.3, 1.4], [0.9, -0.5, 0.4], [-0.4, -0.1, 0.2], [0.1, 0.5, 0.1], [0.4, 0.0, -1.1], [0.3, -1.2, 0.0], [-1.0, -0.1, 0.5], [-1.2, 0.2, 0.6], [0.7, 0.3, 0.0], [-0.6, 1.0, -0.2], [0.6, -0.6, 0.9], [1.8, 0.0, 0.8], [1.1, -1.7, 0.2], [2.9, 2.9, -0.9], [-2.8, -0.8, 0.4], [-1.1, 0.7, 0.6], [-0.8, 0.3, -1.1], [0.6, 0.6, -0.2], [-1.6, 0.0, 1.8], [-1.2, -0.3, 3.0], [0.3, 0.8, -0.4], [1.2, 0.1, -2.0], [-0.1, -0.6, -0.4], [1.0, -0.8, -1.0], [0.4, 0.8, -1.2], [0.3, 0.4, 0.4], [-0.1, 1.9, 0.4], [0.4, -0.4, -0.7], [0.2, -1.4, -0.1], [1.1, -0.1, 0.1], [-1.0, -0.1, 0.1], [-0.4, -0.2, 0.0], [0.9, -0.9, -0.1], [-1.1, 0.0, 0.0], [0.3, -0.5, 0.1], [0.6, 1.3, -0.7], [0.2, 0.1, 0.6], [-0.2, 0.1, -0.2], [-0.7, -0.2, 0.2], [0.9, -0.8, -1.3], [-0.3, 0.6, 1.0], [0.7, -0.5, -1.1], [0.0, -0.1, 0.3], [0.0, 0.2, 1.0], [-0.8, 0.1, 0.7], [-0.4, 0.6, -0.7], [-0.6, 2.2, -0.2], [-2.1, 1.4, 2.8], [0.4, 1.4, 0.6], [2.2, -1.4, -2.2], [0.3, -0.2, 0.6], [0.8, -0.7, -0.5], [-0.8, -1.0, -0.7]]}